1.
Here is the ion C3H9N4 with charge +1 at a distorted geometry from the OMol25 dataset. Energies are from ωB97M-V/def2-TZVPD.

SMILES string = [H]/N=C(\N)CCN=[NH2+]
Energy above the lowest of the compared OMol25 structures with the same formula, charge and spin = 298.62 kJ/mol
HOMO level (spin up / spin down) = -13.2766 / -13.2764 eV
Orbital gap (spin up / spin down) = 7.51 / 7.51 eV

The geometry in ORCA input format:
```
! wB97M-V def2-TZVPD RIJCOSX def2/J DEFGRID3
* xyz 1 1
C -0.0797 -0.7566 1.1284
C 0.7258 -0.8942 -0.1614
C 0.4983 0.3319 -1.0433
N -1.2505 -0.3318 0.9689
N 0.5957 -0.8400 2.3194
N -1.1917 1.5733 -1.8516
N -0.8263 0.4170 -1.5655
H 1.8351 -0.7932 0.1571
H 0.5909 -1.8165 -0.7467
H 0.8773 1.2868 -0.4758
H 1.1795 0.1768 -1.8874
H 1.4392 -1.2755 2.4040
H 0.0294 -0.8930 3.1704
H -0.5493 2.3874 -1.7716
H -2.0543 1.7347 -2.3609
H -1.8194 -0.3069 1.7160
*
```

---

2.
Here is a structure of composition C31H34AlBF6KN5O21S4 at a distorted geometry from the OMol25 dataset. Energies are from ωB97M-V/def2-TZVPD.

HOMO level = -3.5353 eV
Orbital gap = 1.10 eV

The geometry in ORCA input format:
```
! wB97M-V def2-TZVPD RIJCOSX def2/J DEFGRID3
* xyz -2 1
C 5.2850 -4.2250 -5.8296
C 4.2294 -3.3139 -6.4577
S 3.9192 -1.9871 -5.2142
C 2.8659 -0.7109 -5.9946
N 1.7459 -1.2298 -6.7696
B 1.7364 -0.9265 -8.2502
O 1.9660 0.3840 -8.6805
O 1.3827 -1.9969 -9.1989
C 0.8210 -1.9017 -6.1272
N 0.8464 -2.2389 -4.8084
C -0.2426 -2.8872 -4.5662
C -0.4270 -3.3821 -3.1280
F -1.2332 -2.5710 -2.4581
F -0.9017 -4.6331 -3.0643
F 0.7691 -3.3628 -2.5500
N -1.0361 -3.0139 -5.6442
N -0.3334 -2.3965 -6.6490
H 5.1225 -4.2275 -4.7543
H 6.2578 -3.7761 -5.9942
H 5.2028 -5.2220 -6.2381
H 4.5749 -2.8401 -7.3985
H 3.2768 -3.8217 -6.6027
H 2.4371 -0.1352 -5.1711
H 3.4486 -0.0756 -6.6407
H 2.5048 0.3451 -9.4676
H 0.4382 -1.9846 -9.4332
H -1.9415 -3.4539 -5.7008
H -0.7073 -2.3384 -7.5760
C -4.8044 -3.7637 -2.1391
C -5.2566 -3.1675 -3.3414
C -6.4562 -2.2509 -3.1924
O -6.9192 -1.6121 -4.1166
C -7.0652 -2.1593 -1.8762
C -6.6126 -2.7731 -0.6619
C -5.3438 -3.6044 -0.8031
O -4.7928 -4.1289 0.1404
O -7.1534 -2.6713 0.4165
O -4.7508 -3.3390 -4.4435
H -3.9424 -4.4217 -2.1823
H -7.9587 -1.5440 -1.8467
K 5.3156 -0.2327 -3.5552
C -2.7245 -1.4883 1.6793
C -1.9018 -2.1491 0.7730
C -0.6610 -1.6245 0.4512
C -0.2401 -0.4323 1.0247
C -1.0733 0.2403 1.9171
C -2.3112 -0.2958 2.2493
C -0.6634 1.5455 2.5163
O -1.4130 2.1094 3.2813
C 0.6561 2.1187 2.1259
C 1.0499 3.3564 2.6200
C 2.2796 3.8866 2.2591
C 3.1202 3.1845 1.4031
C 2.7306 1.9569 0.9061
C 1.5007 1.4191 1.2594
C 1.0993 0.1140 0.6844
O 1.8554 -0.4861 -0.0622
H -3.6900 -1.9043 1.9379
H -2.2323 -3.0771 0.3221
H -0.0155 -2.1372 -0.2463
H -2.9492 0.2220 2.9529
H 0.3959 3.9045 3.2831
H 2.5882 4.8492 2.6418
H 4.0799 3.6009 1.1273
H 3.3809 1.4098 0.2379
N 3.6875 0.4847 4.0926
S 4.7475 1.4134 4.8186
O 5.7756 0.7537 5.5584
O 4.2687 2.6528 5.3282
F 5.5630 1.8952 3.5209
S 2.7024 -0.2538 5.0773
O 2.0017 -1.3119 4.4205
O 1.9614 0.5682 5.9741
F 3.6915 -1.0520 6.0422
Al 3.4302 -2.6489 -8.8680
C -6.1743 2.0299 5.4501
C -5.5047 1.3641 6.6394
O -4.2776 0.7173 6.3322
C -3.2442 1.5431 5.8174
C -2.8051 2.6475 6.7613
H -6.3237 1.3139 4.6463
H -7.1473 2.4298 5.7368
H -5.5690 2.8552 5.0564
H -6.1627 0.5824 7.0202
H -5.3609 2.0814 7.4587
H -3.5361 1.9546 4.8475
H -2.3991 0.8797 5.6327
H -3.6067 3.3663 6.9450
H -1.9604 3.1899 6.3364
H -2.5084 2.2317 7.7258
O -1.1269 0.6521 -6.6331
H -0.9066 -0.2777 -6.7482
H -1.9742 0.7651 -7.0752
C 8.0124 2.3906 8.5565
O 6.8116 2.7614 8.5205
O 8.2374 1.2847 7.7605
O 8.9487 2.8784 9.1939
H 7.3086 1.2327 7.4416
F -8.7069 1.4129 4.9132
O 0.8849 7.2722 1.7450
S 2.2028 7.6965 1.2629
O 2.2208 9.1599 1.1766
O 2.4472 7.0824 -0.0462
O 3.2618 7.2696 2.1856
*
```

---

3.
Here is a structure of composition C5H8O from the OMol25 dataset. Energies are from ωB97M-V/def2-TZVPD.

Energy above the lowest of the compared OMol25 structures with the same formula, charge and spin = 229.02 kJ/mol
HOMO level = -9.1846 eV
Orbital gap = 10.36 eV

The geometry in ORCA input format:
```
! wB97M-V def2-TZVPD RIJCOSX def2/J DEFGRID3
* xyz 0 1
C 0.3749 -0.0778 1.7311
C 0.8820 0.1294 0.3080
O 0.8428 -1.1284 -0.4297
C 0.0142 -0.5343 -1.4149
C -1.2756 -0.0290 -0.8498
C -0.0196 0.7944 -0.7325
H 0.1897 -1.1490 1.8131
H -0.5732 0.4386 1.9208
H 1.0978 0.2125 2.4982
H 1.9020 0.5287 0.2904
H 0.1609 -0.8228 -2.4503
H -1.9881 0.3246 -1.5897
H -1.7146 -0.4793 0.0394
H 0.1069 1.7923 -1.1341
*
```

---

4.
Here is a structure of composition C7H7NO2 at a distorted geometry from the OMol25 dataset. Energies are from ωB97M-V/def2-TZVPD.

Energy above the lowest of the compared OMol25 structures with the same formula, charge and spin = 513.81 kJ/mol
HOMO level = -10.0150 eV
Orbital gap = 10.57 eV

The geometry in ORCA input format:
```
! wB97M-V def2-TZVPD RIJCOSX def2/J DEFGRID3
* xyz 0 1
C -0.7504 1.4101 1.4595
C -1.3966 0.2646 0.5600
C -0.2690 -0.3443 -0.3831
C -0.6284 -0.5111 -1.6444
C 0.3533 -1.0333 -2.5163
C 1.5250 -1.5199 -1.8200
C 1.7206 -1.3954 -0.5487
H -0.1063 1.7539 3.5035
H -2.3046 0.8687 -0.1420
H -1.8173 -0.5995 1.2479
H -1.2591 -0.2714 -2.2620
H 0.1209 -0.9624 -3.3831
H 2.4194 -2.0673 -2.6533
H 2.8308 -1.6635 -0.0853
N 0.8106 -0.7790 0.2165
O -0.6370 0.9343 2.8127
O -0.4735 2.4619 1.1395
*
```

---

Number 1: calculated total energy -9208.52653 eV. Number 2: calculated total energy -166377.77091 eV. Number 3: calculated total energy -7359.88162 eV. Number 4: calculated total energy -12952.27146 eV.